[1]
C24H44FIN6O4P2 | ωB97M-V/def2-TZVPD

- SMILES string = O=C1C=C(I)C(=O)c2c(CCF)cccc21.CN(C)P(=O)(N(C)C)N(C)C.CN(C)P(=O)(N(C)C)N(C)C
- HOMO-LUMO gap (eV) = 6.8
- LUMO (eV) = -0.792

Element x y z (Å)
I1 -3.7908 -10.8420 1.0546
P1 3.2156 4.9714 1.1767
P2 -0.5989 -0.0070 -1.2713
F1 -6.5788 -6.8947 0.7512
O1 -1.1004 -1.2980 -0.6716
O2 -0.4565 -6.6147 1.1854
O3 1.9158 4.5051 0.5254
O4 -4.1930 -8.7796 -1.3617
N1 2.5916 6.4323 1.8759
N2 -1.2530 -0.2200 -2.8586
N3 1.0899 -0.3090 -1.0583
N4 -0.2830 1.6932 -1.4446
N5 3.2568 3.5539 2.1773
N6 4.8483 5.3868 1.6070
C1 -2.0175 -8.3776 1.3066
C2 -3.5507 -3.9129 0.0321
C3 -3.7221 -6.6799 -0.2972
C4 1.7316 7.2061 0.9832
C5 -3.7293 -8.1628 -0.4369
C6 3.4631 2.2941 1.4691
C7 2.0472 -0.6721 -2.0980
C8 3.4600 3.3648 3.5955
C9 -7.0809 -6.4648 -0.4771
C10 -0.6831 -0.0033 -4.1685
C11 -4.6293 -4.4558 -0.6444
C12 -4.7118 -5.8398 -0.7919
C13 -1.5753 -6.9962 0.9709
C14 2.1339 6.5740 3.2533
C15 -5.9410 -6.3771 -1.5038
C16 0.5363 2.3485 -2.4362
C17 -2.7025 -0.3131 -2.9303
C18 -2.6328 -6.1109 0.3915
C19 5.8571 4.8518 0.6916
C20 -3.0419 -8.9261 0.6705
C21 -2.5686 -4.7434 0.5455
C22 1.4196 -1.0731 0.1572
C23 -1.3463 2.5875 -0.9945
C24 5.4087 5.6527 2.9028
H1 -6.2285 -5.7295 -2.3316
H2 -0.9342 3.5567 -0.7046
H3 2.0939 7.1657 -0.0447
H4 6.1630 3.8317 0.9678
H5 -1.5003 -8.9302 2.0807
H6 1.7256 8.2556 1.2846
H7 3.0868 1.4470 2.0477
H8 1.3223 -2.1426 -0.0585
H9 -0.0725 2.7205 -3.2701
H10 2.7427 0.1527 -2.2952
H11 -3.5052 -2.8405 0.1666
H12 1.3266 1.7305 -2.8533
H13 5.4738 4.8198 -0.3314
H14 2.7399 2.6319 3.9758
H15 0.4007 0.0613 -4.1686
H16 3.3129 4.2654 4.1839
H17 0.7698 -0.8272 0.9961
H18 4.4673 2.9864 3.8281
H19 6.7480 5.4846 0.6753
H20 1.5767 -0.9761 -3.0332
H21 -1.7531 -4.2850 1.0906
H22 2.6682 -1.5177 -1.7948
H23 2.9493 2.2640 0.5066
H24 2.4431 -0.8737 0.4828
H25 -5.3985 -3.8153 -1.0542
H26 -3.1048 -0.8848 -2.0924
H27 5.8910 4.7608 3.3201
H28 0.7005 6.8351 0.9847
H29 -1.0632 0.9141 -4.6421
H30 2.8294 7.1905 3.8344
H31 -3.0215 -0.8244 -3.8417
H32 4.6863 6.0159 3.6277
H33 -5.7893 -7.3736 -1.9025
H34 1.0383 3.2068 -1.9761
H35 -7.5135 -5.4799 -0.2907
H36 6.1741 6.4326 2.8179
H37 -3.1748 0.6801 -2.9146
H38 -0.9385 -0.8419 -4.8254
H39 -7.8524 -7.1750 -0.7708
H40 4.5334 2.1236 1.2765
H41 1.1697 7.0844 3.3052
H42 -1.8550 2.1783 -0.1179
H43 -2.1035 2.7520 -1.7777
H44 1.9876 5.6211 3.7613

Atomic forces in eV per Å
I 0.247 0.332 -0.077
P -3.021 -0.513 7.323
P 4.270 -1.910 -4.886
F -0.003 -0.254 -0.019
O -2.039 2.546 2.150
O 0.527 0.147 0.260
O 2.398 0.819 -3.668
O -0.295 0.069 -0.295
N -0.086 0.314 0.122
N -0.126 -0.739 -0.009
N 0.766 -0.489 0.040
N -2.422 0.394 3.129
N -0.534 -0.855 0.372
N 0.901 0.218 -4.422
C -0.006 -0.408 0.327
C -0.486 0.109 -0.137
C 0.507 0.395 0.391
C 0.045 -0.207 -0.269
C 0.068 -0.394 0.216
C -0.031 0.169 -0.343
C -0.045 0.339 -0.338
C 0.552 0.207 0.066
C 0.083 0.428 -0.068
C 0.151 0.553 -0.065
C 0.642 -0.395 0.380
C -0.696 -0.164 -1.222
C -0.634 0.012 -0.083
C 0.253 -0.148 0.260
C -0.204 -0.485 0.665
C 0.538 -0.218 -0.169
C -0.140 -0.101 0.401
C -0.419 -0.234 -0.259
C -0.095 -0.283 0.156
C -0.404 0.209 -0.149
C 0.481 0.559 0.285
C -0.413 -0.113 -0.134
C -0.244 -0.115 -0.208
C -0.302 0.416 0.452
H -0.058 0.098 0.076
H 0.060 -0.034 -0.005
H -0.002 -0.001 0.014
H 0.119 0.056 -0.017
H 0.296 0.172 -0.070
H 0.091 -0.031 0.096
H -0.029 0.084 0.112
H 0.016 -0.070 0.316
H -0.055 -0.084 -0.001
H -0.008 -0.027 -0.153
H 0.263 -0.003 0.027
H -0.106 -0.235 0.110
H -0.003 -0.018 0.013
H -0.001 -0.051 -0.080
H -0.024 0.084 0.152
H 0.066 0.087 -0.113
H -0.065 0.023 -0.116
H -0.027 -0.041 0.098
H -0.024 0.029 0.050
H 0.005 0.046 0.023
H 0.140 -0.198 -0.056
H -0.160 -0.057 0.147
H -0.078 0.162 0.064
H 0.043 0.164 -0.240
H -0.078 -0.043 -0.014
H 0.111 0.015 0.037
H -0.090 -0.064 -0.040
H -0.015 0.016 -0.057
H 0.023 -0.026 -0.050
H -0.007 -0.097 0.111
H 0.138 0.008 -0.049
H -0.152 -0.048 -0.101
H 0.256 0.064 -0.081
H -0.125 -0.023 0.120
H -0.110 -0.030 -0.049
H -0.018 -0.030 -0.113
H -0.068 -0.029 -0.145
H -0.082 -0.015 0.052
H -0.048 0.070 -0.088
H -0.002 -0.201 0.085
H -0.036 -0.053 -0.234
H 0.018 -0.011 -0.021
H 0.004 0.124 0.043
H 0.037 0.010 -0.029


[2]
C24H44P2Ti | ωB97M-V/def2-TZVPD

- ⟨S²⟩ = 0.7660
- energy above the lowest of the compared OMol25 structures with the same formula, charge and spin (eV) = 4.225
- HOMO-LUMO gap (spin up / spin down) (eV) = 6.3 / 7.6
- LUMO (spin up / spin down) (eV) = -2.848 / -3.155
- total charge = +1
- 2S+1 = 2

Element x y z (Å)
Ti1 -0.0379 0.1118 1.2187
P1 1.8584 0.8611 0.0444
P2 -1.8458 -0.0498 -0.2660
C1 0.9668 2.3772 -3.5985
C2 2.9080 -0.4385 -0.6591
C3 -1.7845 -1.7299 -1.0060
C4 -0.2504 0.7403 -0.7934
C5 -1.8844 -0.2233 4.4954
C6 1.5758 1.1615 -2.9820
C7 -1.1433 -0.6811 -4.1593
C8 1.1977 0.4730 4.7757
C9 -1.7213 0.2279 -3.1216
C10 0.5935 -0.4104 3.7389
C11 -3.3395 0.9510 -0.4831
C12 2.8013 -1.3116 2.7341
C13 -0.7872 -0.7320 3.6180
C14 -2.1877 -2.4941 2.3586
C15 -0.9362 -1.7332 2.6058
C16 -0.5352 2.2706 -3.9742
C17 0.7571 -3.2054 1.2473
C18 0.3676 -0.4980 -4.4363
C19 0.3819 -2.0404 2.0871
C20 1.3262 -1.1936 2.7879
C21 -0.4886 1.9750 2.0832
C22 -1.3634 1.5267 -2.9790
C23 2.4367 2.5493 -0.1793
C24 1.1840 -0.1102 -3.2448
H1 -1.2982 -1.7321 -1.9870
H2 -2.8106 -2.1047 -1.1133
H3 3.7112 -0.6379 0.0669
H4 -2.1428 -3.0901 1.4481
H5 -1.3120 -1.7312 -3.8856
H6 -0.5764 2.7418 1.3022
H7 3.1466 -1.7530 1.7992
H8 -2.3753 -3.1866 3.1934
H9 2.2531 2.9359 -1.1890
H10 -4.2030 0.3572 -0.1361
H11 1.5289 2.6519 -4.5058
H12 -1.7930 0.8591 4.6616
H13 -1.8514 -0.7133 5.4800
H14 3.5125 2.5948 0.0422
H15 3.1606 -1.9576 3.5482
H16 1.3101 -0.0671 5.7286
H17 3.3588 -0.1451 -1.6126
H18 -2.8654 -0.4305 4.0525
H19 -3.2605 1.8362 0.1676
H20 0.2976 2.2576 2.8025
H21 -0.6395 1.8546 -4.9930
H22 0.5073 0.2010 -5.2798
H23 -1.6905 -0.5484 -5.1044
H24 0.5649 1.3511 4.9726
H25 1.5428 -2.9574 0.5205
H26 -1.2222 -2.4120 -0.3596
H27 1.6095 -0.9575 -2.7092
H28 1.9107 3.1944 0.5414
H29 1.1525 -4.0076 1.8927
H30 0.7518 -1.4589 -4.8173
H31 2.3450 -1.3743 -0.8088
H32 2.1901 0.8153 4.4704
H33 -0.9259 3.2964 -4.0525
H34 0.0729 0.1238 -1.6227
H35 -1.8399 2.1660 -2.2322
H36 -3.0587 -1.8284 2.2944
H37 -3.5342 1.2809 -1.5087
H38 -0.2892 1.8117 -1.0024
H39 -1.4442 1.8802 2.6257
H40 2.5545 1.3633 -2.5319
H41 3.2916 -0.3393 2.8582
H42 -0.1026 -3.6187 0.7058
H43 1.0879 3.2351 -2.9207
H44 -2.6750 -0.1303 -2.7146

Atomic forces in eV per Å
Ti 0.247 -0.752 4.321
P 0.598 -0.436 1.225
P 0.453 0.294 0.120
C -0.258 0.406 -0.500
C 0.821 -0.036 -0.006
C -0.144 0.001 -0.265
C -1.112 -0.942 0.852
C -0.087 0.185 -0.019
C 0.825 -1.166 -1.566
C 0.143 -0.336 -0.523
C -0.106 0.320 0.104
C -1.029 1.986 -1.497
C -0.178 -0.533 -0.943
C -0.761 -0.103 0.131
C 0.599 -0.023 0.209
C 0.498 -0.271 -0.758
C -0.514 -0.132 0.120
C 1.343 0.458 -0.011
C 0.801 0.289 -0.394
C 0.213 -0.532 -0.205
C -0.715 -0.173 -0.586
C -0.408 1.284 0.847
C -1.427 -0.064 -0.208
C 0.029 -0.156 -0.013
C -1.750 -0.931 -1.476
C 0.070 0.569 -0.304
C 1.409 1.033 -0.769
H -0.231 0.004 0.386
H 0.227 -0.030 0.023
H -0.168 -0.034 -0.319
H -0.037 0.002 0.042
H -0.098 0.219 -0.016
H -0.027 0.034 0.184
H -0.021 -0.012 0.073
H 0.027 0.126 -0.220
H 0.176 0.024 0.266
H 0.280 0.264 -0.075
H -0.030 0.008 0.212
H -0.081 -0.251 0.013
H -0.003 0.120 -0.231
H -0.275 0.003 -0.079
H -0.036 0.098 -0.155
H -0.035 0.109 -0.255
H -0.016 -0.197 0.232
H 0.169 0.112 0.151
H 0.081 -0.360 -0.154
H -0.277 0.033 -0.238
H -0.036 0.038 0.617
H 0.064 -0.176 0.583
H 0.035 -0.050 0.125
H 0.216 -0.207 -0.023
H -0.176 -0.163 0.107
H -0.278 0.302 -0.003
H 0.238 0.299 -0.171
H 0.178 -0.300 -0.179
H -0.097 0.147 -0.290
H -0.056 0.305 0.213
H 0.116 0.436 0.171
H -0.122 0.028 0.093
H 0.067 -0.282 0.092
H -0.055 0.555 0.438
H -0.074 -0.321 -0.289
H 0.146 -0.187 -0.038
H 0.087 -0.167 0.256
H 0.043 -0.456 -0.047
H 0.266 0.151 -0.157
H -0.743 -0.237 0.472
H -0.033 -0.154 -0.073
H 0.276 0.010 0.118
H 0.055 -0.201 -0.038
H 0.697 0.116 0.296


[3]
C24H45AlF5OP2Te | ωB97M-V/def2-TZVPD

- energy above the lowest of the compared OMol25 structures with the same formula, charge and spin (eV) = 2.336
- HOMO-LUMO gap (spin up / spin down) (eV) = 4.3 / 4.5
- LUMO (spin up / spin down) (eV) = -5.353 / -5.149
- total charge = +1

Element x y z (Å)
Te1 1.2585 -0.9964 3.1186
P1 2.2605 2.9160 0.6428
P2 1.3406 -3.4710 0.0252
Al1 0.3071 -1.1325 -0.4279
F1 1.9136 -1.8503 4.7542
F2 2.8714 -1.5749 2.1886
F3 -0.2024 -0.1872 4.1217
F4 0.2312 -2.6025 2.9162
F5 2.2528 0.6259 3.5839
O1 0.5748 -0.4680 1.4093
C1 -2.4655 -1.1951 1.9741
C2 -2.7427 3.5449 0.0619
C3 2.4575 -0.0140 -2.3075
C4 -2.4719 1.3434 1.3843
C5 0.4895 0.8630 -0.9384
C6 1.7703 0.2323 -0.9902
C7 1.3558 3.3902 2.1436
C8 3.7195 2.0686 1.3191
C9 -3.4237 -0.1216 -0.1265
C10 -4.4099 1.6124 -1.7784
C11 2.9638 4.3813 -0.1458
C12 2.0293 -4.4032 1.4220
C13 -1.0696 0.0803 -2.8340
C14 -0.6915 -1.2823 -2.2599
C15 -3.9206 -1.3674 -0.7363
C16 -0.1568 -4.4450 -0.4274
C17 0.6133 -1.8082 -2.4602
C18 1.7088 -1.0550 -3.1903
C19 -1.9736 1.9278 2.6331
C20 2.7392 -3.7289 -1.1431
C21 -2.7173 -0.0382 1.1056
C22 -3.5506 1.1933 -0.6514
C23 -2.8943 2.0906 0.2501
C24 -0.2907 1.2404 -2.1836
H1 2.4452 -3.5713 -2.1849
H2 -0.5054 -4.9707 0.4754
H3 1.2829 -4.4833 2.2138
H4 -3.5938 4.1069 0.4789
H5 3.1560 -4.7388 -1.0126
H6 3.4454 1.3876 2.1330
H7 -4.6398 0.7831 -2.4569
H8 2.3417 -5.3967 1.0635
H9 2.0049 4.0346 2.7415
H10 2.8906 -3.8609 1.8250
H11 0.0558 -5.1670 -1.2311
H12 3.4893 -0.3652 -2.1357
H13 -0.9681 -3.7681 -0.7517
H14 -4.1887 -2.0897 0.0448
H15 -1.0192 2.0093 -1.8909
H16 0.3767 1.7102 -2.9220
H17 -1.0163 2.4371 2.4730
H18 3.8043 4.7163 0.4666
H19 1.1049 2.5008 2.7368
H20 4.2204 1.4906 0.5362
H21 -1.8378 3.9071 0.5724
H22 -4.8055 -1.1565 -1.3502
H23 2.1990 5.1620 -0.2459
H24 -2.6700 3.8026 -1.0069
H25 -3.4207 -1.5759 2.3774
H26 0.4377 3.9235 1.8702
H27 2.5621 0.9238 -2.8628
H28 -2.6741 2.6682 3.0534
H29 -3.9578 2.4224 -2.3663
H30 -3.1722 -1.8460 -1.3855
H31 -1.8247 1.1630 3.4004
H32 -0.9376 0.1436 -3.9333
H33 -5.3743 1.9999 -1.4071
H34 0.2009 1.5159 -0.0973
H35 -1.8025 -0.9607 2.8115
H36 2.4943 0.4365 -0.1911
H37 3.3256 4.0974 -1.1456
H38 -1.5061 -2.0180 -2.3601
H39 1.3384 -0.5465 -4.0994
H40 -2.1462 0.2189 -2.6602
H41 0.6591 -2.8874 -2.6818
H42 2.4591 -1.7811 -3.5529
H43 4.3784 2.8682 1.6714
H44 3.5109 -2.9829 -0.8890
H45 -1.9992 -2.0313 1.4223

Atomic forces in eV per Å
Te -0.300 0.834 -0.030
P -1.283 -1.033 -0.780
P -0.215 0.229 -0.366
Al 0.448 -1.546 3.294
F -0.802 1.351 -2.427
F -1.405 0.255 1.201
F 1.943 -1.145 -1.006
F 0.909 0.848 0.404
F -1.354 -2.215 -0.450
O 0.474 -0.494 1.573
C 0.096 -0.750 0.605
C -0.097 0.796 0.064
C 0.092 -0.825 -0.385
C -0.530 1.822 -1.996
C 1.925 1.408 -1.038
C -0.729 2.492 -0.691
C 0.518 0.681 0.319
C 0.228 0.285 0.098
C 1.621 -0.393 1.907
C -0.147 0.062 -0.518
C 0.291 0.317 0.344
C -0.037 0.180 0.463
C -0.374 0.191 0.195
C -0.213 -0.301 -1.157
C -0.397 -0.414 -0.179
C 0.014 -0.152 -0.319
C -0.330 -0.428 -2.091
C 0.797 0.192 -0.152
C 0.234 0.106 0.827
C -0.132 0.044 -0.169
C -1.572 -0.926 -2.450
C 0.326 0.918 0.934
C 0.277 -1.236 0.828
C -0.285 0.083 -0.135
H 0.214 -0.172 0.276
H 0.153 0.112 -0.365
H 0.163 -0.162 -0.089
H 0.207 0.000 -0.145
H -0.150 0.353 -0.110
H 0.189 0.364 -0.309
H 0.039 0.148 0.091
H -0.190 0.341 0.133
H -0.299 0.126 0.331
H -0.088 -0.229 -0.111
H -0.182 0.118 0.335
H -0.464 0.092 0.117
H 0.353 -0.373 0.047
H -0.067 0.044 -0.275
H 0.287 -0.169 0.010
H 0.052 -0.192 0.261
H -0.202 -0.048 0.112
H 0.020 0.473 -0.227
H 0.119 0.261 -0.309
H 0.129 0.168 0.084
H -0.217 0.013 -0.200
H 0.130 -0.281 0.126
H 0.286 -0.125 0.001
H 0.017 0.034 0.346
H 0.332 0.011 -0.008
H 0.238 -0.034 0.124
H -0.113 0.108 0.169
H 0.187 -0.150 -0.260
H -0.073 -0.127 0.122
H -0.268 0.016 0.086
H 0.019 0.223 -0.148
H 0.053 -0.486 0.470
H 0.279 -0.099 -0.041
H 0.369 -1.158 0.179
H -0.350 -0.071 -0.197
H -0.929 -0.536 0.207
H -0.108 0.152 0.346
H 0.498 0.166 0.474
H -0.234 -0.291 0.387
H 0.344 -0.007 0.029
H -0.201 0.431 0.726
H -0.422 0.253 0.128
H 0.323 -0.406 0.216
H -0.232 -0.307 -0.032
H -0.201 0.183 0.176


Which formula does entry 2 have?
C24H44P2Ti